{"formula": "C4H6Cl2N2O", "method": "ωB97M-V/def2-TZVPD", "total_energy_ev": -34309.344, "spin_multiplicity": 3, "charge": 0, "symbols": ["C", "C", "C", "C", "N", "N", "O", "Cl", "Cl", "H", "H", "H", "H", "H", "H"], "xyz": [[-1.523, -0.418, 0.030], [-1.579, 0.859, -0.368], [-0.409, -1.514, -0.005], [1.407, 1.099, -0.007], [0.800, -1.048, -0.641], [1.625, -0.176, 0.113], [2.333, 1.780, 0.835], [-2.884, -1.159, 0.750], [-3.056, 1.767, -0.111], [-0.133, -1.761, 1.042], [-0.571, -2.442, -0.545], [-0.951, 1.526, -1.012], [0.506, -0.694, -1.593], [2.412, -0.537, 0.667], [2.025, 2.719, 0.845]]}

{"formula": "C5H8O2S", "method": "ωB97M-V/def2-TZVPD", "total_energy_ev": -20242.935, "e_above_lowest_ev": 1.993, "charge": 0, "smiles": "CC(=O)[C@](C)(S)C=O", "symbols": ["C", "C", "O", "C", "C", "S", "C", "O", "H", "H", "H", "H", "H", "H", "H", "H"], "xyz": [[-1.381, -0.124, 1.670], [0.010, -0.292, 1.200], [0.937, -0.707, 1.829], [0.213, 0.170, -0.330], [1.540, 0.853, -0.872], [-1.097, 1.235, -0.811], [0.136, -1.346, -0.831], [-0.872, -1.863, -1.267], [-1.634, 0.928, 1.753], [-2.044, -0.505, 0.768], [-1.563, -0.656, 2.518], [1.498, 1.921, -0.639], [1.451, 0.576, -2.009], [2.488, 0.596, -0.455], [-0.768, 0.923, -2.037], [1.086, -1.709, -0.487]]}

{"formula": "C28H47IN3O14P3", "method": "ωB97M-V/def2-TZVPD", "total_energy_ev": -98871.697, "charge": 0, "smiles": "CC[C@H](I)c1cc2c(cc1CC(N)(N)N)C(=O)c1ccccc1C2=O.COP(=O)(OC)OC.COP(=O)(OC)OC.COP(=O)(OC)OC", "symbols": ["C", "C", "C", "I", "C", "C", "C", "C", "C", "C", "C", "C", "N", "N", "N", "C", "O", "C", "C", "C", "C", "C", "C", "C", "O", "H", "H", "H", "H", "H", "H", "H", "H", "H", "H", "H", "H", "H", "H", "H", "H", "H", "H", "H", "H", "C", "O", "P", "O", "O", "C", "O", "C", "H", "H", "H", "H", "H", "H", "H", "H", "H", "C", "O", "P", "O", "O", "C", "O", "C", "H", "H", "H", "H", "H", "H", "H", "H", "H", "C", "O", "P", "O", "O", "C", "O", "C", "H", "H", "H", "H", "H", "H", "H", "H", "H"], "xyz": [[1.665, -3.137, 1.250], [2.206, -2.068, 0.108], [2.891, -0.730, 0.763], [4.046, -1.157, 2.608], [1.824, 0.537, 0.961], [0.241, 0.107, 1.143], [-0.867, 1.297, 1.357], [-0.387, 2.881, 1.353], [1.194, 3.271, 1.165], [2.375, 2.105, 0.964], [3.947, 2.554, 0.828], [4.469, 2.797, -0.707], [4.761, 4.287, -0.901], [5.837, 2.090, -0.807], [3.588, 2.204, -1.786], [-1.624, 3.993, 1.530], [-1.471, 5.128, 2.232], [-3.033, 3.575, 0.734], [-3.975, 4.623, -0.103], [-5.332, 4.044, -0.891], [-5.797, 2.464, -0.870], [-4.858, 1.415, -0.030], [-3.518, 1.976, 0.740], [-2.489, 0.954, 1.573], [-2.937, -0.027, 2.366], [1.367, -2.642, 2.267], [0.695, -3.640, 0.791], [2.438, -4.001, 1.447], [1.279, -1.827, -0.603], [2.995, -2.612, -0.594], [3.690, -0.332, -0.024], [-0.163, -1.006, 1.130], [1.457, 4.435, 1.195], [4.600, 1.732, 1.345], [4.071, 3.566, 1.448], [5.273, 4.629, -0.039], [5.498, 4.310, -1.666], [6.331, 2.422, 0.075], [5.691, 1.053, -0.618], [3.330, 3.035, -2.398], [4.260, 1.661, -2.407], [-3.675, 5.769, -0.172], [-6.004, 4.792, -1.521], [-6.732, 2.022, -1.442], [-5.059, 0.246, 0.040], [4.218, -9.900, -0.106], [3.050, -9.097, -0.107], [2.706, -8.295, 1.387], [2.547, -9.664, 2.066], [1.254, -7.791, 0.789], [0.389, -8.732, 0.179], [2.363, -7.492, 2.880], [1.354, -8.014, 3.729], [4.574, -9.998, -1.135], [5.004, -9.444, 0.502], [3.978, -10.895, 0.274], [0.529, -9.741, 0.578], [0.558, -8.733, -0.901], [-0.643, -8.430, 0.370], [1.742, -8.868, 4.292], [0.465, -8.305, 3.165], [1.071, -7.236, 4.443], [-5.294, -2.849, 2.883], [-6.607, -3.161, 2.450], [-6.745, -4.594, 1.490], [-5.851, -3.944, 0.422], [-8.328, -4.245, 1.186], [-8.680, -2.951, 0.731], [-6.883, -6.027, 0.530], [-7.024, -5.906, -0.876], [-5.362, -2.233, 3.784], [-4.733, -3.758, 3.114], [-4.779, -2.277, 2.110], [-7.868, -2.473, 0.174], [-8.960, -2.330, 1.585], [-9.542, -3.039, 0.067], [-6.052, -5.706, -1.335], [-7.737, -5.121, -1.142], [-7.396, -6.857, -1.265], [4.422, 11.046, -3.469], [3.132, 10.459, -3.475], [2.892, 9.196, -2.318], [3.980, 8.369, -3.020], [1.418, 8.862, -2.979], [1.309, 8.683, -4.379], [2.651, 7.932, -1.161], [2.681, 6.583, -1.594], [4.347, 12.054, -3.886], [4.816, 11.109, -2.452], [5.094, 10.460, -4.097], [2.236, 8.308, -4.822], [1.031, 9.631, -4.846], [0.519, 7.954, -4.576], [3.715, 6.252, -1.722], [2.123, 6.447, -2.524], [2.219, 5.965, -0.820]]}

{"formula": "C6H6NOPS", "method": "ωB97M-V/def2-TZVPD", "total_energy_ev": -29976.594, "e_above_lowest_ev": 2.713, "charge": 0, "symbols": ["C", "C", "C", "C", "C", "C", "N", "O", "P", "S", "H", "H", "H", "H", "H", "H"], "xyz": [[1.042, -0.668, 0.667], [0.302, 0.364, 1.261], [1.348, -0.611, -0.651], [-0.054, 1.467, 0.481], [0.939, 0.366, -1.535], [0.296, 1.359, -0.811], [-0.740, 2.470, 1.086], [-0.964, -2.674, 0.232], [-1.988, -3.056, -0.804], [-1.941, -1.710, -2.410], [1.507, -1.372, 1.465], [-0.106, 0.151, 2.249], [1.819, -1.390, -1.125], [-1.400, 2.072, 1.829], [-1.186, 3.172, 0.565], [1.126, 0.060, -2.498]]}

{"formula": "C4H6N2O", "method": "ωB97M-V/def2-TZVPD", "total_energy_ev": -9268.546, "e_above_lowest_ev": 4.956, "charge": 0, "symbols": ["C", "C", "C", "C", "N", "N", "O", "H", "H", "H", "H", "H", "H"], "xyz": [[2.512, 0.515, -0.146], [0.550, -0.853, 0.165], [-0.099, -1.972, 0.298], [-0.954, 1.162, -0.052], [1.494, 1.236, 0.162], [0.336, 0.482, 0.279], [2.434, -0.782, -0.182], [3.560, 0.772, 0.023], [0.370, -2.915, 0.186], [-0.821, -1.769, 1.066], [-1.701, 0.396, 0.204], [-1.050, 2.164, 0.366], [-1.105, 1.583, -1.091]]}

{"formula": "C4H10O", "method": "ωB97M-V/def2-TZVPD", "total_energy_ev": -6355.148, "e_above_lowest_ev": 2.655, "charge": 0, "smiles": "C=CC.CO", "symbols": ["C", "C", "C", "H", "H", "H", "H", "H", "H", "C", "O", "H", "H", "H", "H"], "xyz": [[0.629, 1.434, -0.904], [-0.284, 0.676, -1.559], [-0.108, -0.797, -1.846], [0.391, 2.306, -0.279], [1.759, 1.220, -1.336], [-1.327, 1.053, -1.799], [-0.590, -1.219, -2.795], [0.984, -0.961, -1.690], [-0.617, -1.389, -1.030], [-0.412, -0.556, 2.384], [0.878, -0.522, 1.753], [-0.334, -0.880, 3.409], [-0.844, 0.431, 2.409], [-1.092, -1.198, 1.825], [0.968, 0.401, 1.458]]}

{"formula": "C18H26N2O2", "method": "ωB97M-V/def2-TZVPD", "total_energy_ev": -26165.079, "e_above_lowest_ev": 0.113, "charge": 0, "smiles": "CCCCN1C[C@H](C)[C@@H](CC(=O)NCc2ccccc2)C1=O", "symbols": ["C", "C", "C", "C", "N", "C", "C", "C", "C", "C", "C", "O", "N", "C", "C", "C", "C", "C", "C", "C", "C", "O", "H", "H", "H", "H", "H", "H", "H", "H", "H", "H", "H", "H", "H", "H", "H", "H", "H", "H", "H", "H", "H", "H", "H", "H", "H", "H"], "xyz": [[-2.332, -2.966, -0.056], [-1.341, -2.813, -1.203], [-0.374, -1.645, -1.011], [0.582, -1.864, 0.164], [1.611, -0.858, 0.240], [2.642, -0.748, -0.766], [3.665, 0.227, -0.165], [4.850, -0.515, 0.445], [2.871, 0.980, 0.913], [2.366, 2.367, 0.478], [1.242, 2.225, -0.539], [1.436, 1.934, -1.704], [0.012, 2.443, -0.035], [-1.184, 2.340, -0.837], [-2.320, 1.616, -0.162], [-3.594, 1.729, -0.711], [-4.672, 1.082, -0.135], [-4.492, 0.317, 1.006], [-3.229, 0.198, 1.556], [-2.145, 0.840, 0.976], [1.663, 0.088, 1.186], [0.868, 0.232, 2.097], [-2.884, -2.041, 0.093], [-3.043, -3.759, -0.277], [-1.824, -3.217, 0.871], [-0.771, -3.738, -1.320], [-1.897, -2.649, -2.129], [-0.940, -0.728, -0.846], [0.211, -1.522, -1.924], [1.061, -2.847, 0.070], [0.038, -1.821, 1.110], [2.226, -0.345, -1.695], [3.075, -1.732, -0.968], [4.023, 0.914, -0.934], [5.546, 0.187, 0.900], [5.383, -1.075, -0.320], [4.509, -1.209, 1.211], [3.456, 1.099, 1.828], [2.012, 2.911, 1.354], [3.186, 2.924, 0.020], [-0.106, 2.631, 0.948], [-1.523, 3.346, -1.122], [-0.895, 1.820, -1.759], [-3.737, 2.330, -1.598], [-5.654, 1.179, -0.574], [-5.333, -0.186, 1.460], [-3.077, -0.398, 2.443], [-1.168, 0.716, 1.419]]}

{"formula": "C36H51BNO12PS", "method": "ωB97M-V/def2-TZVPD", "total_energy_ev": -85024.689, "charge": 0, "smiles": "[H]/N=C(/C)Cc1c(B(O)O)c(CCCCCCCOC)c(O)c2c1C(=O)c1c(CCCOC(C)=O)cc(P(O)(O)=S)cc1C2=O.CC(C)=O.CC(C)=O", "symbols": ["H", "N", "C", "C", "C", "C", "C", "B", "O", "O", "C", "C", "C", "C", "C", "C", "C", "C", "O", "C", "C", "O", "C", "C", "C", "O", "C", "C", "C", "C", "C", "O", "C", "C", "O", "C", "C", "P", "O", "O", "S", "C", "C", "C", "O", "H", "H", "H", "H", "H", "H", "H", "H", "H", "H", "H", "H", "H", "H", "H", "H", "H", "H", "H", "H", "H", "H", "H", "H", "H", "H", "H", "H", "H", "H", "H", "H", "H", "H", "H", "H", "H", "H", "C", "C", "C", "O", "H", "H", "H", "H", "H", "H", "C", "C", "C", "O", "H", "H", "H", "H", "H", "H"], "xyz": [[3.288, 0.780, 5.453], [2.399, 1.201, 5.725], [1.650, 1.364, 4.719], [0.300, 1.975, 4.916], [2.047, 0.925, 3.319], [1.482, 1.799, 2.236], [2.159, 2.999, 1.944], [3.478, 3.395, 2.729], [3.327, 4.167, 3.842], [4.734, 2.961, 2.319], [1.700, 3.877, 0.956], [2.456, 5.116, 0.565], [3.211, 4.918, -0.781], [3.624, 3.483, -1.085], [4.693, 3.407, -2.174], [4.941, 1.957, -2.565], [5.460, 1.089, -1.435], [5.746, -0.349, -1.896], [5.011, -1.296, -1.166], [5.696, -1.905, -0.092], [0.510, 3.574, 0.282], [0.050, 4.446, -0.676], [-0.180, 2.387, 0.549], [0.310, 1.487, 1.519], [-0.459, 0.229, 1.734], [0.053, -0.808, 2.079], [-1.928, 0.290, 1.472], [-2.854, -0.552, 2.128], [-2.493, -1.606, 3.147], [-2.416, -3.014, 2.535], [-1.933, -3.082, 1.104], [-3.095, -3.203, 0.236], [-2.829, -2.901, -1.043], [-3.848, -2.034, -1.696], [-1.845, -3.273, -1.599], [-4.211, -0.435, 1.796], [-4.663, 0.486, 0.846], [-6.402, 0.581, 0.485], [-6.553, -0.121, -0.928], [-6.669, 2.138, 0.270], [-7.584, -0.141, 1.848], [-3.745, 1.310, 0.195], [-2.397, 1.203, 0.510], [-1.416, 2.062, -0.206], [-1.636, 2.428, -1.326], [-0.462, 1.367, 4.430], [0.084, 1.992, 5.974], [0.297, 2.980, 4.504], [3.134, 0.930, 3.295], [1.744, -0.107, 3.221], [4.110, 4.691, 4.043], [5.215, 3.675, 1.887], [1.734, 5.899, 0.371], [3.123, 5.442, 1.357], [2.490, 5.186, -1.547], [4.056, 5.595, -0.853], [4.042, 3.030, -0.191], [2.769, 2.912, -1.430], [4.365, 3.934, -3.065], [5.617, 3.826, -1.779], [5.641, 1.916, -3.399], [4.011, 1.506, -2.911], [6.346, 1.524, -0.972], [4.725, 0.990, -0.641], [6.813, -0.564, -1.896], [5.406, -0.433, -2.928], [6.769, -1.718, -0.116], [5.317, -1.529, 0.861], [5.537, -2.973, -0.102], [-0.365, 5.200, -0.247], [-3.292, -1.614, 3.884], [-1.589, -1.329, 3.669], [-1.715, -3.590, 3.130], [-3.365, -3.534, 2.607], [-1.364, -2.216, 0.801], [-1.304, -3.953, 0.965], [-3.500, -1.007, -1.735], [-4.787, -2.090, -1.155], [-3.986, -2.357, -2.718], [-4.935, -1.078, 2.272], [-7.483, -0.169, -1.184], [-7.564, 2.315, 0.589], [-4.071, 2.010, -0.560], [-6.595, -4.599, -4.370], [-6.378, -3.258, -5.030], [-5.937, -3.273, -6.474], [-6.548, -2.222, -4.430], [-6.908, -4.450, -3.340], [-7.367, -5.158, -4.902], [-5.669, -5.177, -4.384], [-6.683, -3.779, -7.088], [-4.986, -3.800, -6.569], [-5.816, -2.252, -6.827], [1.814, -4.909, -1.847], [2.641, -4.260, -0.765], [1.894, -3.464, 0.276], [3.844, -4.365, -0.731], [2.468, -5.446, -2.530], [1.103, -5.608, -1.405], [1.258, -4.150, -2.399], [1.187, -4.107, 0.802], [1.343, -2.651, -0.200], [2.599, -3.047, 0.991]]}

{"formula": "C5H7N2", "method": "ωB97M-V/def2-TZVPD", "total_energy_ev": -8270.194, "e_above_lowest_ev": 2.583, "charge": 1, "smiles": "C=NC1=[NH+]C=CC1", "symbols": ["C", "N", "C", "N", "C", "C", "C", "H", "H", "H", "H", "H", "H", "H"], "xyz": [[-2.743, 0.107, 0.258], [-1.526, 0.234, -0.132], [-0.253, 0.289, 0.055], [0.554, 1.348, -0.030], [1.908, 0.842, 0.038], [1.916, -0.444, 0.206], [0.515, -0.998, 0.277], [-3.184, 0.005, 1.255], [-3.399, -0.070, -0.589], [0.491, 2.305, -0.216], [2.578, 1.659, 0.014], [2.744, -1.146, 0.373], [0.289, -1.629, -0.594], [0.163, -1.492, 1.243]]}

{"formula": "C16H9N5PdS3", "method": "ωB97M-V/def2-TZVPD", "total_energy_ev": -60174.012, "e_above_lowest_ev": 0.515, "charge": 0, "symbols": ["Pd", "S", "C", "C", "N", "C", "S", "C", "N", "N", "C", "C", "C", "C", "C", "C", "S", "N", "C", "C", "C", "C", "C", "C", "N", "H", "H", "H", "H", "H", "H", "H", "H", "H"], "xyz": [[1.986, -0.941, -0.278], [4.205, -0.886, -0.139], [4.526, -1.285, 1.522], [5.849, -1.061, 2.000], [6.914, -0.851, 2.383], [3.555, -1.824, 2.287], [1.947, -2.051, 1.665], [3.779, -2.243, 3.631], [3.925, -2.591, 4.717], [-1.961, 0.574, -0.861], [-2.985, -0.379, -0.674], [-4.307, 0.028, -0.708], [-5.328, -0.896, -0.526], [-5.022, -2.225, -0.303], [-3.693, -2.632, -0.267], [-2.675, -1.716, -0.460], [-0.997, -2.290, -0.450], [-0.114, -0.842, -0.566], [-0.631, 0.315, -0.756], [0.315, 1.453, -0.889], [-0.080, 2.777, -0.760], [0.876, 3.776, -0.844], [2.198, 3.425, -1.041], [2.517, 2.081, -1.151], [1.601, 1.121, -1.092], [-2.246, 1.508, -1.088], [-4.540, 1.074, -0.877], [-6.358, -0.568, -0.557], [-5.809, -2.952, -0.157], [-3.448, -3.672, -0.093], [-1.108, 3.043, -0.559], [0.589, 4.813, -0.739], [2.978, 4.171, -1.094], [3.539, 1.749, -1.278]]}

{"formula": "C4H8CsO", "method": "ωB97M-V/def2-TZVPD", "total_energy_ev": -6867.353, "e_above_lowest_ev": 0.313, "charge": 1, "symbols": ["Cs", "C", "C", "C", "O", "C", "H", "H", "H", "H", "H", "H", "H", "H"], "xyz": [[15.968, 0.851, -10.378], [20.714, 0.266, -10.169], [20.176, -0.420, -11.415], [19.311, 0.667, -12.023], [18.822, 1.352, -10.880], [19.685, 1.325, -9.797], [21.676, 0.706, -10.433], [20.759, -0.362, -9.278], [19.570, -1.307, -11.233], [21.000, -0.580, -12.111], [18.506, 0.294, -12.657], [19.803, 1.434, -12.622], [19.210, 1.035, -8.859], [20.151, 2.304, -9.687]]}